Density functional theory data (wB97M-V/def2-TZVPD) for a molecular structure, C30H69N2O15S2 in a non-equilibrium geometry.

Element x y z (Å)
C: -0.761412 -5.140699 3.449324
C: -0.260109 -4.402043 2.187598
C: -1.027595 -4.844586 0.922722
C: -2.186961 -3.905293 0.457822
C: -2.686618 -2.897486 1.506890
C: -1.997608 -1.543564 1.259432
C: -2.393423 -0.489448 2.286598
S: -1.654371 1.134028 1.918285
O: -0.758430 0.940820 0.775000
O: -2.744455 2.036901 1.553065
N: -0.956377 1.758424 3.263645
S: 0.398797 0.953068 3.685911
O: 0.100479 -0.359187 4.262435
O: 1.089620 1.787628 4.648631
O: 1.425054 0.816263 2.432291
C: 1.803383 -0.529142 2.140679
C: 2.946374 -0.488331 1.087931
N: 2.833961 0.684136 0.211894
C: 4.141434 1.057802 -0.307594
C: 4.130504 2.421502 -1.017567
C: 3.756121 3.545229 -0.034120
O: 3.283474 2.384056 -2.163282
H: -1.778729 -4.867472 3.729465
H: -0.728931 -6.211738 3.237557
H: -0.070055 -4.911555 4.262983
H: -0.205234 -3.323426 2.324564
H: 0.773333 -4.744628 2.057413
H: -1.383322 -5.873497 1.009663
H: -0.297753 -4.858868 0.105144
H: -3.004513 -4.552989 0.124460
H: -1.867202 -3.371815 -0.439933
H: -2.605350 -3.247711 2.535842
H: -3.754112 -2.728955 1.318573
H: -0.916309 -1.671753 1.234071
H: -2.291411 -1.213175 0.260996
H: -3.471434 -0.335233 2.184528
H: -2.213442 -0.786746 3.319062
H: 2.190719 -1.014733 3.035861
H: 0.945734 -1.042892 1.709535
H: 2.892303 -1.425854 0.516364
H: 3.887988 -0.446608 1.635592
H: 2.206552 0.456618 -0.548619
H: 4.487837 0.308315 -1.043117
H: 4.893811 1.082569 0.484977
H: 5.143527 2.600649 -1.388061
H: 3.262841 4.357139 -0.568107
H: 3.093277 3.148410 0.737953
H: 4.669183 3.893026 0.453834
H: 2.364398 2.418891 -1.868056
C: -4.503218 3.245358 -7.275252
O: -4.610919 3.266629 -5.872561
C: -5.480869 2.265590 -5.356196
C: -4.936987 1.651736 -4.079120
O: -3.820658 0.797676 -4.261647
C: -2.575739 1.395197 -4.593649
C: -1.949288 2.236454 -3.497643
O: -2.607540 3.489272 -3.379450
C: -2.633258 3.981150 -2.054369
H: -5.420558 3.623310 -7.742875
H: -3.671097 3.891930 -7.555074
H: -4.290238 2.234548 -7.641445
H: -5.638099 1.471139 -6.095215
H: -6.445658 2.741695 -5.139073
H: -5.720540 1.009542 -3.670280
H: -4.734917 2.409137 -3.323855
H: -2.649329 1.954846 -5.529342
H: -1.903752 0.553040 -4.780199
H: -0.897243 2.432216 -3.760468
H: -1.986328 1.687200 -2.556749
H: -3.002728 3.224777 -1.356662
H: -3.316721 4.830739 -2.030687
H: -1.635516 4.317087 -1.745186
C: 0.695191 -3.001089 7.030642
O: 0.514049 -4.083430 7.929924
C: -0.835304 -4.495897 8.041278
C: -0.946195 -6.005683 8.125468
O: -0.676092 -6.690811 6.910414
C: 0.668849 -6.741346 6.456298
C: 1.596280 -7.584662 7.309267
O: 1.943708 -6.914309 8.510306
C: 2.130598 -7.786030 9.600025
H: 0.312565 -2.072748 7.462997
H: 1.762775 -2.891905 6.847962
H: 0.202123 -3.193623 6.072716
H: -1.422666 -4.142163 7.187194
H: -1.248050 -4.056731 8.958897
H: -1.988942 -6.240485 8.356263
H: -0.348179 -6.404888 8.946217
H: 1.070254 -5.738922 6.303001
H: 0.613980 -7.214388 5.472609
H: 2.522380 -7.772930 6.750293
H: 1.109749 -8.542737 7.526227
H: 1.283073 -8.473005 9.707316
H: 2.193217 -7.179607 10.502787
H: 3.059791 -8.357179 9.489804
C: -0.863427 5.667951 -5.197652
O: 0.204552 4.889347 -5.698595
C: 0.207441 4.772471 -7.102451
C: 1.612890 4.824201 -7.668679
O: 2.236020 6.104588 -7.645851
C: 2.678947 6.670698 -6.408922
C: 3.850412 5.956632 -5.751294
O: 3.460318 4.751767 -5.107387
C: 4.463887 3.759875 -5.160990
H: -1.803941 5.116180 -5.282423
H: -0.663766 5.863234 -4.145085
H: -0.939204 6.631963 -5.717114
H: -0.394618 5.564964 -7.562056
H: -0.237704 3.800581 -7.354248
H: 1.536970 4.571327 -8.730487
H: 2.252238 4.067216 -7.215198
H: 1.851625 6.796474 -5.712957
H: 3.023139 7.673320 -6.677134
H: 4.274608 6.611045 -4.978141
H: 4.613068 5.759747 -6.513853
H: 4.816375 3.628898 -6.191797
H: 4.030558 2.819721 -4.825339
H: 5.302114 4.016049 -4.503386

Atoms 1-3, force components in eV/Å:
C 0.457 0.569 -0.479
C -0.049 -1.275 0.112
C 0.310 1.065 -0.520

Calculated values
HOMO ... -6.107 eV
Net charge ... -1
E_LUMO ... 2.29 eV